Record 1
Below is a structure of composition C17H26N2O3 at a distorted geometry, with properties calculated with the ωB97M-V functional and the def2-TZVPD basis.

E_tot	-27154.5393	eV
multiplicity	1
strongest force on any atom	19.197	eV Å⁻¹
orbital gap	8.8	eV
HOMO level	-8.5	eV

Last column: Mulliken charge in e.
Geometry (Å):
C  -1.32  -2.20  1.86  -1.811
H  -1.97  -1.51  2.14  0.404
H  -1.33  -3.05  2.29  0.764
H  -0.33  -1.82  1.98  0.372
C  -1.50  -2.60  0.12  -0.182
C  -0.56  -3.54  -0.17  -1.114
H  -0.78  -4.54  0.43  0.320
H  -0.61  -3.57  -1.42  0.222
H  0.45  -3.12  -0.07  0.198
C  -1.39  -1.14  -0.51  -1.040
N  -2.57  -0.01  -0.11  -0.167
C  -3.81  -0.14  -0.86  0.311
O  -3.97  -1.21  -1.75  -0.709
C  -4.64  0.87  -0.23  0.571
C  -5.95  1.02  -0.79  -0.768
C  -6.46  2.09  0.25  -0.492
C  -5.31  2.28  1.00  -0.208
O  -4.34  1.59  0.80  -0.205
H  -5.13  3.30  1.64  0.255
H  -7.38  2.64  0.21  0.409
H  -6.53  0.51  -1.52  0.498
H  -2.40  0.59  0.70  0.405
H  -1.53  -1.19  -1.52  0.929
C  -0.19  -0.29  -0.04  0.279
O  -0.09  0.72  0.37  -0.401
N  1.00  -0.72  -0.96  -0.080
H  0.78  -1.64  -1.64  0.329
C  2.31  -0.03  -0.87  0.663
C  2.19  1.26  -1.05  -1.961
H  1.67  1.39  -1.98  0.453
C  3.68  1.95  -1.51  -1.799
C  4.40  2.33  -0.37  -0.593
C  4.27  1.57  1.06  -0.518
C  4.20  -0.11  0.81  -1.895
C  2.79  -0.59  0.56  -2.240
H  2.87  -1.41  0.70  1.273
H  2.16  -0.12  1.13  0.796
H  4.90  -0.24  0.29  1.094
H  4.57  -0.42  1.76  0.514
H  3.19  1.95  1.62  0.177
H  5.13  1.72  1.88  0.342
H  3.97  3.45  0.21  0.163
H  5.39  2.34  -0.46  0.482
H  3.54  2.52  -2.15  1.206
H  4.14  1.11  -2.02  0.363
H  1.96  1.79  -0.36  1.198
H  2.96  -0.82  -1.54  0.245
H  -2.40  -2.96  0.12  0.943

Record 2
Below is a structure of composition C15H8N4O6S3Tl, with properties calculated with the ωB97M-V functional and the def2-TZVPD basis.

E_tot	-71127.7601	eV
net charge	-1
multiplicity	1
strongest force on any atom	0.860	eV Å⁻¹
orbital gap	6.9	eV
HOMO level	-5.4	eV

Last column: Mulliken charge in e.
Geometry (Å):
Tl  0.77  1.96  -1.77  0.642
O  3.27  -0.29  -4.80  -0.694
C  2.80  0.01  -3.71  0.301
O  2.41  1.15  -3.30  -0.704
C  2.65  -1.12  -2.68  -0.013
C  2.64  -0.86  -1.32  -0.730
C  2.39  -1.89  -0.44  0.228
C  2.16  -3.19  -0.84  -0.395
C  2.21  -3.41  -2.20  0.009
C  2.45  -2.42  -3.13  -0.615
N  1.98  -4.79  -2.68  1.060
O  1.96  -4.98  -3.88  -0.622
O  1.74  -5.65  -1.85  -0.634
N  2.32  -1.58  1.01  1.080
O  2.20  -0.42  1.32  -0.595
O  2.27  -2.52  1.77  -0.627
H  2.83  0.14  -0.95  0.897
H  1.95  -3.97  -0.14  0.590
H  2.48  -2.63  -4.19  0.551
S  -3.59  -0.95  2.92  -0.411
C  -2.75  -0.40  1.60  0.242
S  -2.24  -1.48  0.34  -0.127
C  -1.44  -0.19  -0.51  0.342
N  -1.55  0.95  0.09  -0.674
N  -2.29  0.83  1.27  0.396
C  -2.47  2.05  1.98  0.623
C  -1.54  3.07  1.78  -0.148
C  -1.69  4.28  2.43  -0.601
C  -2.76  4.50  3.28  -0.418
C  -3.68  3.48  3.47  -0.649
C  -3.55  2.26  2.82  -0.459
S  -0.61  -0.48  -1.99  -0.416
H  -0.70  2.91  1.11  0.245
H  -0.95  5.06  2.27  0.358
H  -2.87  5.45  3.79  0.370
H  -4.53  3.63  4.13  0.347
H  -4.27  1.48  2.98  0.252

- What is the orbital gap in the first record?
  8.8 eV